Entry from the Open Molecules 2025 dataset: a molecular structure, C27H21FN5SY (ωB97M-V/def2-TZVPD).

## Properties
Electronic energy in hartree: -1851.5989
LUMO energy (spin up / spin down) in eV: -1.6 / -1.6
HOMO level (spin up / spin down) in eV: -7.737 / -7.738

Geometry (Å):
Y 0.39993 -0.06082 -2.26351
S 1.63318 -2.28530 -1.52342
C 1.60813 -1.98457 0.21829
N 2.33223 -2.75848 0.98851
N 2.30057 -2.61758 2.28372
C 3.06794 -3.43093 3.12939
C 2.97182 -3.21377 4.50000
C 3.71281 -3.99220 5.37357
C 4.55040 -4.98500 4.88586
C 4.63707 -5.19243 3.51588
C 3.90156 -4.42377 2.62791
N 0.84122 -1.04525 0.86340
N 0.15068 -0.25056 0.18030
C -0.64662 0.65539 0.94664
C -0.17736 1.22339 2.12584
C -0.96811 2.13943 2.80132
C -2.22218 2.48411 2.30862
C -2.68002 1.91767 1.12832
C -1.88821 1.01167 0.43903
H 1.68441 -1.91918 2.68513
H 2.31691 -2.43889 4.88194
H 3.63351 -3.82069 6.43893
H 5.13078 -5.59243 5.56686
H 5.28708 -5.96670 3.12961
H 3.96682 -4.58536 1.56211
H 0.81148 0.97169 2.48666
H -0.59684 2.59303 3.71094
H -2.83170 3.20486 2.83695
H -3.64669 2.19526 0.72934
H -2.24299 0.58237 -0.49142
C 2.01352 1.58368 -2.95091
C 1.00019 2.52152 -2.51784
C 0.82830 2.78104 -1.13786
C -0.25392 3.48665 -0.64316
C -1.24474 3.93801 -1.50590
C -1.11706 3.68907 -2.87576
C -0.02870 2.99954 -3.36491
C -2.40117 4.60555 -0.98242
N -3.32820 5.14124 -0.56209
H 2.88673 1.55917 -2.29893
H 2.29003 1.64668 -4.00170
H 1.59636 2.45335 -0.44350
H -0.34006 3.66327 0.42145
H -1.89094 4.03042 -3.55072
H 0.04551 2.80984 -4.42953
F -5.79881 -0.87146 -3.52066
C -4.46761 -0.66427 -3.44022
C -3.74463 -1.32792 -2.47757
C -2.37130 -1.08498 -2.42597
C -1.69668 -0.20271 -3.28832
C -2.51210 0.43116 -4.24233
C -3.87574 0.21325 -4.33553
H -4.24331 -2.01369 -1.80548
H -1.81874 -1.64828 -1.66534
H -2.07473 1.13669 -4.94525
H -4.49003 0.70821 -5.07627

---

Entry from the Open Molecules 2025 dataset: a molecular structure, C27H21FeN6Se4Te2 (ωB97M-V/def2-TZVPD).

## Properties
Electronic energy in hartree: -12775.4387
LUMO energy (spin up / spin down) in eV: -1.2 / -1.9
Multiplicity: 6
HOMO level (spin up / spin down) in eV: -6.745 / -7.045
<S²>: 9.0393

Geometry (Å):
Fe 0.14549 -0.14018 0.23363
C -1.41136 1.95992 -6.13408
C -0.22083 2.45245 -5.61821
C 0.01230 2.44144 -4.25104
C -0.94890 1.93599 -3.37767
C -2.14519 1.44571 -3.89900
C -2.37300 1.46087 -5.26651
N -0.68424 1.87210 -1.99621
C -1.22608 2.73722 -1.17805
C -2.14319 3.78193 -1.59178
C -2.56621 4.73475 -0.73020
C -2.11384 4.76584 0.62167
C -1.24164 3.82213 1.05818
C -0.81757 2.76394 0.21017
N 0.07954 1.83824 0.65269
N 0.88737 2.28076 1.58177
C 1.79219 1.34269 2.00229
C 2.79216 1.75700 2.89646
C 3.73208 0.84447 3.30654
C 3.66216 -0.46749 2.83046
C 2.64740 -0.79839 1.96168
N 1.72982 0.08231 1.54099
H -1.58886 1.96699 -7.20148
H 0.53394 2.85191 -6.28386
H 0.93952 2.82554 -3.84514
H -2.89718 1.06455 -3.21988
H -3.30933 1.07835 -5.65384
H -2.47786 3.78401 -2.61895
H -3.25995 5.49183 -1.07493
H -2.47858 5.52728 1.29719
H -0.88935 3.81624 2.07847
H 2.79368 2.78499 3.22639
H 4.51739 1.14073 3.98992
H 4.37266 -1.22129 3.13545
H 2.54100 -1.80867 1.59086
Se 0.44779 -2.51573 0.13389
Te 2.22808 -2.97056 -1.55999
Te 2.41929 -0.81432 -3.21846
Se 1.75018 0.95268 -1.63794
Se -2.18524 -2.91003 1.23224
Se -2.58860 -0.06352 0.65392
C -2.64518 -0.78904 -1.09294
C -3.81412 -1.25973 -1.68510
C -3.72535 -1.88814 -2.91318
C -2.47882 -2.02471 -3.50681
C -1.37550 -1.50782 -2.85022
N -1.45031 -0.88748 -1.67434
C -1.35574 -2.41650 2.87392
C -1.62682 -3.12983 4.04213
C -1.01922 -2.73338 5.21668
C -0.15781 -1.64236 5.19649
C 0.05579 -1.00477 3.98803
N -0.52663 -1.37453 2.84868
H -4.75861 -1.14320 -1.17221
H -4.61453 -2.27224 -3.39634
H -2.35819 -2.51112 -4.46424
H -0.39044 -1.57735 -3.29166
H -2.29996 -3.97495 4.01068
H -1.21107 -3.26951 6.13704
H 0.33573 -1.29182 6.09158
H 0.72514 -0.15191 3.92558

---

Entry from the Open Molecules 2025 dataset: a molecular structure, C27H21I2N2O6SeTeV (ωB97M-V/def2-TZVPD).

## Properties
Electronic energy in hartree: -5811.0681
LUMO energy (spin up / spin down) in eV: 1.9 / 1.8
Multiplicity: 2
Total charge: -1
HOMO level (spin up / spin down) in eV: -5.121 / -4.997
<S²>: 0.7635

Geometry (Å):
V 0.03824 1.74540 -0.01252
O -0.08356 0.81430 -2.70522
C 0.54024 -0.39790 -2.27252
C 0.71524 -0.15100 -0.76022
O 1.77164 -0.31310 -0.14662
O -0.40836 0.07070 -0.21342
C 1.75184 -0.70450 -3.12082
C 3.04784 -0.78330 -2.63152
C 4.10174 -1.06530 -3.48602
C 3.88064 -1.25640 -4.83682
C 2.58994 -1.18240 -5.33312
C 1.53304 -0.91900 -4.48242
C -0.42956 -1.56850 -2.22222
C -1.80536 -1.36440 -2.18142
C -2.65566 -2.41980 -1.90312
C -2.14206 -3.68640 -1.68292
C -0.77346 -3.89600 -1.73392
C 0.08104 -2.83880 -1.98562
H -0.09106 0.84390 -3.67462
H 3.24214 -0.63130 -1.58192
H 5.10284 -1.13870 -3.08822
H 4.70534 -1.46560 -5.50302
H 2.40224 -1.34190 -6.38502
H 0.52514 -0.89360 -4.87992
H -2.21666 -0.37220 -2.34902
H -3.71876 -2.24300 -1.84152
H -2.80886 -4.50580 -1.45522
H -0.36466 -4.87940 -1.54632
H 1.15214 -2.99160 -1.98852
O 2.42514 2.66440 0.35408
N 1.28154 3.00360 0.08158
O 0.87164 3.08390 -1.08422
O 0.48984 3.41810 0.95308
I -4.24426 2.73820 -0.75912
I -6.98566 3.18940 -1.02142
Se -1.95416 2.34220 -0.45932
C -1.83386 3.37970 -2.01932
N -1.84476 3.96410 -3.01582
Te 1.35824 1.02710 2.07748
C 0.62854 2.12080 3.78648
C 1.48064 2.32020 4.86518
C 1.04544 3.00480 5.98588
C -0.26166 3.45930 6.05858
C -1.11826 3.27870 4.98508
C -0.65846 2.64560 3.84438
C 0.03584 -0.65360 2.43508
C 0.55524 -1.93410 2.28398
C -0.28306 -3.02780 2.13368
C -1.65586 -2.86170 2.12298
C -2.19226 -1.59430 2.28818
C -1.35336 -0.50730 2.44428
H 2.48674 1.92090 4.82958
H 1.72684 3.17920 6.80798
H -0.61286 3.95150 6.95468
H -2.14036 3.62820 5.03108
H -1.32406 2.56860 2.98168
H 1.62914 -2.07460 2.26938
H 0.14044 -4.01410 1.99768
H -2.31056 -3.71100 1.98448
H -3.26496 -1.45620 2.25888
H -1.80036 0.48160 2.54768

---

Calculated F_max, 0.42 0.58 5.59 eV/A (same order as the records).